(1)
{"formula": "C38H38FNO5PSTl", "method": "ωB97M-V with the def2-TZVPD basis set", "symbols": ["Tl", "C", "C", "C", "C", "C", "C", "C", "C", "C", "C", "C", "C", "N", "C", "C", "C", "C", "C", "C", "F", "H", "H", "H", "H", "H", "H", "H", "H", "H", "H", "H", "H", "H", "H", "H", "H", "H", "H", "H", "H", "H", "O", "C", "O", "C", "C", "C", "C", "C", "C", "P", "C", "C", "C", "C", "C", "C", "C", "C", "C", "C", "C", "C", "H", "H", "H", "H", "H", "H", "H", "H", "H", "H", "H", "H", "H", "H", "C", "S", "O", "O", "O", "H", "H", "H"], "xyz": [[-0.084442, -0.826918, 0.589350], [3.465508, -2.098522, -2.863225], [2.622303, -0.862312, -3.192124], [2.727044, 0.178747, -2.068977], [1.163319, -1.161844, -3.492935], [0.626849, -0.663954, -4.674658], [-0.710547, -0.836842, -4.996947], [-1.534953, -1.494822, -4.100086], [-1.043469, -2.014995, -2.908365], [-2.024989, -2.591728, -1.904478], [-2.819561, -3.762545, -2.485344], [-2.975742, -1.489025, -1.407898], [0.335027, -1.884334, -2.601209], [0.859085, -2.317840, -1.394733], [0.901229, -3.615748, -1.041699], [0.687884, -4.705438, -1.924401], [0.841316, -6.019187, -1.521553], [1.214796, -6.331632, -0.221122], [1.431997, -5.292992, 0.678596], [1.281215, -3.994895, 0.265448], [1.522845, -2.995704, 1.182415], [4.528246, -1.843426, -2.901245], [3.276868, -2.895380, -3.583928], [3.234716, -2.472408, -1.869238], [3.038220, -0.411950, -4.099168], [2.297248, -0.227518, -1.150944], [2.194054, 1.093237, -2.347092], [3.772819, 0.435011, -1.876831], [1.270325, -0.120942, -5.360023], [-1.107735, -0.447681, -5.926659], [-2.592155, -1.590659, -4.323844], [-1.484124, -2.964487, -1.036642], [-3.419925, -3.449465, -3.342348], [-3.491673, -4.171441, -1.728422], [-2.142902, -4.553304, -2.810140], [-3.739756, -1.256392, -2.153765], [-2.424695, -0.564552, -1.203951], [-3.471083, -1.801108, -0.485890], [0.429706, -4.471765, -2.950326], [0.672691, -6.817664, -2.234919], [1.347540, -7.358985, 0.089854], [1.732297, -5.487816, 1.700767], [3.613499, 1.264989, 1.799800], [2.797292, 2.102845, 1.803331], [1.402171, 1.696295, 1.621793], [2.841003, 3.551190, 1.938823], [3.993602, 4.328191, 2.031341], [3.868663, 5.702667, 2.024885], [2.617219, 6.314896, 1.936271], [1.462692, 5.550315, 1.888590], [1.588642, 4.173303, 1.902985], [0.362550, 2.885361, 1.738075], [-0.676942, 2.670274, 3.170603], [-2.026958, 2.366660, 3.043604], [-2.772670, 2.147167, 4.190035], [-2.174637, 2.232596, 5.436344], [-0.821999, 2.536246, 5.557922], [-0.065266, 2.752221, 4.423897], [-0.579546, 3.056218, 0.230388], [-1.611306, 3.996170, 0.192263], [-2.322901, 4.174444, -0.980854], [-2.019820, 3.406528, -2.100044], [-0.986865, 2.480346, -2.062616], [-0.246181, 2.319522, -0.903196], [4.956653, 3.838229, 2.089766], [4.752250, 6.324600, 2.070422], [2.547621, 7.393489, 1.903602], [0.483847, 6.008893, 1.834601], [-2.482966, 2.262955, 2.069774], [-3.813256, 1.868225, 4.100093], [-2.765801, 2.054741, 6.324999], [-0.359972, 2.586171, 6.534486], [0.995777, 2.964264, 4.497198], [-1.861793, 4.566561, 1.079853], [-3.119557, 4.904801, -1.020633], [-2.587239, 3.542889, -3.010894], [-0.756244, 1.877062, -2.931778], [0.584148, 1.625431, -0.881072], [-1.969206, -2.561980, 4.083033], [-2.352757, -1.810791, 2.500273], [-3.788515, -1.818705, 2.356576], [-1.635221, -2.617780, 1.497766], [-1.784625, -0.447541, 2.578715], [-2.230023, -3.614961, 4.017703], [-2.559467, -2.060367, 4.845319], [-0.903290, -2.433402, 4.254659]], "atomic_forces_ev_per_a": [[0.431, -0.430, -0.732], [0.049, 0.111, -0.074], [-0.125, -0.119, 0.244], [0.102, -0.010, -0.080], [0.009, -0.025, -0.103], [-0.043, 0.090, -0.028], [-0.030, 0.062, -0.015], [-0.015, -0.009, -0.018], [0.076, 0.078, 0.060], [-0.122, 0.091, -0.151], [0.071, 0.000, 0.109], [0.040, -0.154, 0.106], [-0.155, -0.051, -0.128], [-0.141, 0.685, 0.959], [0.148, -0.354, -0.326], [0.042, 0.207, 0.120], [0.007, -0.097, 0.099], [-0.025, -0.106, -0.063], [0.065, 0.079, 0.037], [-0.071, -0.182, -0.181], [-0.026, 0.047, -0.053], [0.000, -0.014, -0.019], [0.026, -0.026, 0.015], [-0.020, -0.039, -0.004], [-0.029, 0.010, -0.005], [0.019, -0.016, -0.012], [0.035, 0.014, -0.010], [-0.008, 0.021, 0.020], [0.045, -0.032, 0.014], [0.008, -0.008, -0.004], [0.001, -0.025, 0.003], [0.075, -0.016, -0.045], [-0.018, 0.004, -0.001], [-0.009, -0.017, -0.022], [-0.036, -0.042, 0.004], [0.027, 0.035, -0.041], [-0.043, 0.026, 0.026], [-0.043, 0.025, -0.046], [-0.035, -0.034, -0.005], [0.007, 0.020, -0.019], [-0.034, 0.008, 0.009], [-0.020, 0.037, 0.006], [0.547, -0.028, 0.051], [-0.974, -0.926, -0.171], [0.858, 0.130, 0.141], [-0.128, 1.376, 0.078], [-0.039, -0.586, -0.031], [-0.088, 0.324, -0.015], [0.090, -0.104, 0.047], [-0.127, -0.044, 0.103], [0.312, -0.297, -0.063], [-0.962, 0.034, -0.104], [0.330, 0.275, -0.441], [0.018, -0.064, -0.022], [-0.070, -0.051, 0.037], [-0.055, 0.049, -0.068], [0.113, -0.039, 0.020], [0.006, -0.010, 0.036], [0.193, 0.057, 0.217], [-0.003, -0.026, 0.084], [-0.009, 0.014, 0.000], [0.051, 0.029, 0.042], [-0.022, 0.004, -0.097], [0.150, -0.032, 0.072], [0.036, 0.061, -0.049], [0.029, -0.040, 0.017], [0.016, 0.005, 0.024], [0.034, 0.070, -0.009], [-0.010, -0.063, 0.012], [0.001, 0.013, 0.000], [0.014, -0.016, 0.006], [-0.002, 0.010, -0.003], [-0.024, 0.044, 0.086], [-0.053, 0.027, -0.046], [-0.016, -0.018, 0.007], [-0.019, -0.041, 0.002], [0.033, -0.039, -0.014], [-0.074, -0.024, -0.019], [-0.063, 0.133, -0.506], [-0.307, 0.064, 0.571], [-0.054, -0.100, 0.019], [0.139, 0.156, -0.012], [-0.126, -0.103, 0.219], [0.000, -0.019, 0.052], [0.017, 0.010, 0.019], [0.002, -0.060, 0.059]], "mulliken_charge": [1.220, -1.667, 0.347, -0.956, 0.448, -1.144, -1.459, -0.391, 0.810, 1.431, -1.745, -1.324, -0.215, 0.696, 0.079, -0.455, -0.898, -0.596, -0.670, 0.419, -0.324, 0.505, 0.372, 0.186, 0.556, -0.143, 0.311, 0.542, 0.341, 0.384, 0.303, -0.204, 0.325, 0.462, 0.349, 0.418, 0.034, 0.258, 0.538, 0.406, 0.383, 0.448, -0.501, 0.295, 0.052, 0.229, -0.710, -0.523, -0.671, -0.651, 0.414, 0.463, 0.797, -0.210, -0.649, -0.516, -0.869, -0.612, 0.715, -0.178, -0.810, -0.744, -0.434, -0.654, 0.535, 0.423, 0.445, 0.477, 0.334, 0.438, 0.410, 0.427, 0.395, 0.473, 0.432, 0.446, 0.479, 0.534, -1.082, 1.004, -0.694, -0.509, -0.541, 0.391, 0.348, 0.219], "gap_ev": 3.86, "de_lowest_ev": 0.664, "charge": 0}

---

(2)
{"formula": "C38H39CdCl3N8OSSi", "method": "ωB97M-V with the def2-TZVPD basis set", "symbols": ["Cd", "C", "N", "C", "C", "N", "C", "C", "C", "C", "C", "C", "N", "C", "N", "C", "C", "C", "C", "C", "C", "N", "H", "H", "H", "H", "H", "H", "H", "H", "H", "H", "H", "H", "H", "H", "H", "N", "C", "C", "C", "C", "C", "C", "C", "C", "C", "C", "C", "C", "H", "H", "H", "H", "H", "H", "H", "H", "H", "H", "N", "C", "S", "N", "C", "C", "C", "C", "C", "C", "H", "H", "H", "H", "H", "H", "H", "H", "C", "C", "C", "O", "H", "H", "H", "H", "H", "H", "Cl", "Si", "Cl", "Cl"], "xyz": [[0.238294, 0.135858, -0.045301], [-1.693131, -2.462879, -1.266838], [-1.615375, -1.725334, -0.036151], [-1.381960, -2.453434, 1.207524], [-0.174022, -1.955790, 2.023477], [2.216401, -1.441824, 1.307940], [2.740636, -1.082133, 2.412095], [3.845070, -0.134325, 2.524809], [4.786858, -0.420848, 3.433566], [4.676991, -1.606190, 4.287636], [3.537758, -2.295316, 4.382771], [2.296989, -1.821770, 3.670128], [-0.054883, -2.798311, 3.244100], [-0.440421, -2.287375, -2.072481], [0.620302, -1.644704, -1.670833], [1.508344, -1.680676, -2.743102], [2.797453, -1.173313, -2.851126], [3.447287, -1.337799, -4.059145], [2.840768, -2.003816, -5.132447], [1.568915, -2.537542, -5.030588], [0.922629, -2.362111, -3.814682], [-0.326149, -2.746102, -3.348540], [-1.851414, -3.535448, -1.088393], [-2.539832, -2.109411, -1.864611], [-2.371511, -1.056835, 0.028603], [-2.258406, -2.376359, 1.860317], [-1.240603, -3.517066, 0.995154], [3.925436, 0.687476, 1.825202], [5.673715, 0.194380, 3.517710], [5.542699, -1.901644, 4.866515], [3.450979, -3.140993, 5.056568], [-0.330764, -2.338453, 4.104055], [3.261064, -0.667892, -2.016994], [4.446510, -0.942267, -4.181159], [3.385642, -2.112281, -6.060739], [1.111014, -3.066690, -5.855616], [-1.026606, -3.263754, -3.848617], [-1.747396, 1.855204, 1.261649], [-0.817590, 2.521901, 2.069395], [-0.782545, 3.916057, 2.008664], [0.123114, 4.648266, 2.750581], [1.025127, 3.993650, 3.575425], [0.995364, 2.612256, 3.638886], [0.092980, 1.840773, 2.904101], [0.118282, 0.357158, 3.064703], [0.570648, -0.078332, 4.409874], [1.533363, -0.963107, 4.663901], [1.390776, -2.937844, 3.057506], [1.244757, -2.478931, 1.591488], [-0.157032, -0.465943, 2.042988], [-2.555343, 2.412695, 1.024312], [-1.998706, 0.933798, 1.591599], [-1.480395, 4.422917, 1.351354], [0.127693, 5.728159, 2.675877], [1.753043, 4.549652, 4.150895], [1.711799, 2.098542, 4.269256], [0.143756, 0.444234, 5.262669], [1.793663, -1.141657, 5.702588], [1.783732, -3.933577, 3.271882], [1.223147, -3.234958, 0.808728], [-5.853838, 1.958365, -1.506022], [-4.625579, 1.471727, -1.245666], [-4.435625, -0.009843, -0.487826], [-3.561623, 2.211859, -1.630653], [-3.608461, 3.495487, -2.236018], [-4.320508, 4.538481, -1.653116], [-4.330179, 5.786298, -2.258933], [-3.617132, 6.005751, -3.426937], [-2.893012, 4.967823, -3.994723], [-2.895364, 3.713023, -3.408879], [-6.628678, 1.352320, -1.304304], [-5.984781, 2.743628, -2.122101], [-2.661708, 1.750890, -1.552990], [-4.838765, 4.380893, -0.716892], [-4.881892, 6.594856, -1.798583], [-3.615448, 6.984223, -3.887131], [-2.319063, 5.132070, -4.896900], [-2.326535, 2.901909, -3.843657], [-2.805351, 0.409427, -4.241548], [-1.430067, 0.630102, -3.665747], [-0.324073, 0.995242, -4.616021], [-1.231454, 0.523443, -2.472715], [-3.150189, 1.330308, -4.719477], [-3.501056, 0.126118, -3.452393], [-2.768982, -0.350017, -5.023857], [-0.305857, 0.304572, -5.460654], [0.636509, 0.993072, -4.105589], [-0.513722, 1.992767, -5.020391], [2.598095, 2.273605, -2.628993], [1.344736, 2.273840, -0.932217], [2.508331, 3.352052, 0.413931], [-0.147445, 3.670165, -1.525530]], "atomic_forces_ev_per_a": [[0.251, 0.098, 0.063], [0.005, -0.091, 0.033], [0.056, 0.043, 0.003], [0.045, -0.001, -0.004], [-0.182, -0.056, 0.028], [0.064, -0.007, 0.053], [-0.024, 0.034, -0.100], [0.082, -0.015, 0.039], [-0.046, 0.046, -0.083], [-0.022, -0.033, 0.040], [0.063, 0.023, 0.029], [0.022, -0.001, -0.053], [-0.105, -0.004, 0.007], [-0.052, 0.079, 0.047], [-0.052, -0.077, -0.067], [0.014, -0.039, 0.017], [-0.025, 0.013, -0.028], [0.010, 0.007, 0.015], [0.037, -0.002, -0.027], [-0.003, -0.002, 0.017], [0.040, 0.001, -0.012], [0.039, 0.020, -0.010], [-0.008, 0.037, -0.045], [0.003, 0.029, 0.014], [-0.087, -0.041, -0.001], [0.034, -0.009, 0.027], [0.021, 0.018, 0.008], [-0.005, 0.015, -0.005], [-0.001, 0.016, 0.004], [0.010, -0.015, -0.002], [-0.011, -0.027, -0.005], [-0.007, 0.002, -0.018], [0.009, 0.043, 0.036], [0.008, -0.002, -0.007], [0.004, 0.001, -0.011], [-0.012, -0.010, -0.014], [0.002, -0.031, 0.001], [-0.075, -0.075, -0.137], [0.037, 0.075, 0.070], [0.000, -0.019, 0.006], [-0.003, 0.020, 0.027], [0.000, 0.012, -0.020], [0.055, 0.026, 0.032], [-0.035, 0.068, -0.027], [-0.085, -0.080, 0.033], [-0.008, -0.013, 0.043], [-0.022, 0.000, 0.081], [0.034, -0.067, -0.005], [0.083, -0.020, -0.024], [0.064, 0.084, -0.139], [0.008, 0.005, 0.039], [-0.002, -0.028, 0.039], [-0.001, 0.000, -0.011], [0.007, 0.005, -0.004], [0.001, 0.007, 0.009], [-0.007, 0.007, 0.000], [0.006, 0.008, -0.002], [0.001, -0.004, 0.012], [-0.006, 0.010, -0.005], [-0.014, -0.016, 0.013], [0.010, -0.013, -0.023], [0.244, 0.209, -0.182], [-0.167, -0.158, 0.073], [-0.261, -0.014, 0.177], [-0.037, -0.032, -0.050], [0.079, 0.013, -0.023], [-0.024, 0.007, 0.045], [0.004, 0.011, -0.039], [0.019, -0.030, -0.014], [-0.005, 0.076, 0.012], [-0.001, 0.008, 0.008], [-0.006, 0.035, 0.027], [0.043, 0.000, 0.079], [-0.019, -0.021, 0.023], [-0.003, 0.018, 0.001], [-0.001, 0.013, -0.002], [0.004, 0.023, -0.008], [-0.009, 0.276, 0.108], [-0.044, 0.023, -0.034], [0.156, -0.143, -0.150], [-0.012, -0.103, 0.035], [-0.091, 0.060, 0.085], [-0.040, -0.143, -0.043], [0.012, -0.063, -0.057], [0.013, -0.064, 0.019], [-0.003, -0.016, -0.020], [-0.020, 0.018, -0.005], [0.010, 0.035, -0.003], [-0.026, -0.049, -0.038], [-0.193, 0.066, -0.085], [0.036, -0.027, 0.050], [0.111, -0.085, 0.015]], "mulliken_charge": [0.697, -1.425, 0.952, -1.949, 2.929, -0.373, 0.345, -1.267, -0.287, -0.644, -1.131, 2.561, -0.747, -0.057, 0.842, -0.476, -0.396, -0.798, -0.405, -1.207, 0.646, 0.040, 0.465, 0.302, -0.588, 0.269, 0.332, 0.414, 0.477, 0.410, 0.451, 0.465, 0.599, 0.427, 0.406, 0.438, 0.225, -0.071, -0.071, -0.675, -0.650, -1.104, -0.464, 0.253, 3.373, -1.678, -1.284, -0.985, -0.308, -2.490, 0.166, 0.282, 0.391, 0.384, 0.377, 0.387, 0.446, 0.380, 0.389, 0.637, -0.378, 0.359, -0.388, 1.247, 0.069, 0.015, -0.673, -0.602, -0.918, 0.328, 0.252, 0.207, -0.915, 0.485, 0.402, 0.398, 0.442, -0.173, -1.193, 0.462, -0.845, -0.064, 0.376, 0.117, 0.467, 0.419, -0.098, 0.296, -0.352, 0.141, -0.310, -0.202], "gap_ev": 7.44, "de_lowest_ev": 1.474, "charge": 0}